Record 1
H28O14 | ωB97M-V/def2-TZVPD

Properties
- spin multiplicity = 1
- energy above the lowest of the compared OMol25 structures with the same formula, charge and spin (eV) = 1.843
- HOMO level (eV) = -10.35

CARTESIAN COORDINATES (ANGSTROEM)
O  -2.766  0.845  -0.205
O  -1.210  -1.665  -1.147
O  -1.989  -1.006  1.534
O  -0.006  0.288  0.301
O  -0.665  -3.378  1.409
O  -0.838  2.476  1.766
O  1.746  -1.355  -1.763
O  2.272  -0.860  1.113
O  0.491  3.167  -1.042
O  2.579  1.287  -0.999
O  0.584  -1.181  3.083
O  0.176  0.738  -2.996
O  -2.628  -0.427  -3.235
O  1.786  2.053  2.085
H  -0.318  -0.276  -0.418
H  0.110  0.093  -3.670
H  1.309  -1.206  2.454
H  -1.871  -2.280  -0.956
H  1.070  2.368  -1.154
H  2.425  0.924  -0.156
H  1.311  -0.513  -1.915
H  -0.575  -2.148  -1.680
H  -0.707  1.072  -2.965
H  3.154  -0.534  1.191
H  -0.229  -3.778  0.651
H  -0.067  -1.724  2.641
H  -1.190  -2.628  1.088
H  2.312  -1.796  1.300
H  -1.197  -0.567  1.251
H  -2.162  -0.687  2.429
H  -2.546  0.114  0.391
H  -0.498  1.766  1.242
H  3.246  1.996  -0.875
H  0.843  2.226  2.055
H  2.149  2.911  1.811
H  0.891  -0.100  0.476
H  -2.008  -0.748  -2.507
H  -0.734  2.232  2.667
H  -0.379  2.824  -1.189
H  -2.997  1.589  0.374
H  2.563  -1.163  -1.326
H  -3.418  -0.941  -3.100

***

Record 2
C6H16NOSi | ωB97M-V/def2-TZVPD

Properties
- total charge = +1
- spin multiplicity = 1
- energy above the lowest of the compared OMol25 structures with the same formula, charge and spin (eV) = 1.172
- HOMO level (eV) = -13.06

CARTESIAN COORDINATES (ANGSTROEM)
Si  -1.218  -0.019  0.017
O  1.321  -1.805  0.074
N  2.198  0.826  -0.652
C  1.229  0.201  -1.311
C  -2.549  -0.200  -1.326
C  -0.760  1.787  0.555
C  2.827  0.428  0.576
C  -1.553  -0.965  1.712
C  0.672  -1.072  -0.963
H  -0.289  1.529  1.560
H  1.337  -2.795  -0.110
H  -2.293  -0.454  2.229
H  0.880  0.753  -2.136
H  3.967  0.688  0.436
H  -0.703  -1.028  2.393
H  -2.269  -0.815  -2.149
H  0.050  -1.739  -1.698
H  -3.403  -0.769  -1.027
H  -3.096  0.633  -1.836
H  2.282  0.926  1.396
H  -1.838  -1.962  1.633
H  2.703  -0.749  0.627
H  -1.663  2.338  0.834
H  2.316  1.840  -0.852
H  -0.148  2.424  0.016

***

Record 3
C4H16 | ωB97M-V/def2-TZVPD

Properties
- spin multiplicity = 1
- structure (SMILES) = C.C.C.C
- energy above the lowest of the compared OMol25 structures with the same formula, charge and spin (eV) = 1.310
- HOMO level (eV) = -12.25

CARTESIAN COORDINATES (ANGSTROEM)
C  3.730  1.398  -1.390
C  -0.407  -1.672  4.169
C  -1.543  1.371  0.815
C  -1.814  -1.062  -3.504
H  -1.369  -1.968  -4.138
H  2.833  0.882  -1.441
H  0.263  -0.973  3.675
H  -1.684  0.502  1.390
H  -2.302  -0.291  -4.133
H  -2.418  2.160  0.986
H  -1.114  -0.305  -3.102
H  4.557  1.085  -2.032
H  -0.496  1.623  0.949
H  -2.445  -1.473  -2.759
H  -1.455  -1.221  4.239
H  -0.418  -2.653  3.523
H  -1.751  1.156  -0.341
H  3.667  2.479  -1.652
H  -0.054  -2.157  5.173
H  4.221  1.121  -0.428

***

Record 4
C4H7NO2 | ωB97M-V/def2-TZVPD

Properties
- spin multiplicity = 1
- structure (SMILES) = C=C(N)OCC=O
- energy above the lowest of the compared OMol25 structures with the same formula, charge and spin (eV) = 2.159
- HOMO level (eV) = -8.29

CARTESIAN COORDINATES (ANGSTROEM)
O  -1.745  -1.509  -1.527
O  -0.240  1.203  0.167
N  1.428  0.714  1.613
C  -1.089  0.697  -0.853
C  -1.491  -0.757  -0.616
C  1.022  -0.788  -0.207
C  0.752  0.333  0.493
H  2.225  0.160  1.875
H  1.592  -1.582  0.254
H  -1.653  -1.028  0.446
H  1.043  1.358  2.281
H  0.775  -0.890  -1.251
H  -0.620  0.786  -1.840
H  -2.000  1.304  -0.837

***

Record 5
C4H11FN2 | ωB97M-V/def2-TZVPD

Properties
- spin multiplicity = 1
- energy above the lowest of the compared OMol25 structures with the same formula, charge and spin (eV) = 0.000
- HOMO level (eV) = -8.60

CARTESIAN COORDINATES (ANGSTROEM)
F  -2.034  -1.005  -1.094
N  -2.727  1.028  -0.357
N  -1.946  -0.528  1.200
C  0.069  0.445  -0.379
C  1.030  -0.610  0.083
C  2.439  -0.230  -0.374
C  -1.852  -0.037  -0.106
H  -2.674  1.720  0.369
H  0.147  1.379  0.165
H  1.008  -0.690  1.174
H  -2.605  1.429  -1.274
H  2.490  -0.214  -1.462
H  -2.897  -0.786  1.440
H  2.700  0.762  -0.009
H  -1.333  -1.321  1.346
H  0.097  0.598  -1.454
H  0.761  -1.578  -0.342
H  3.178  -0.939  -0.005

***

Number 1: lowest unoccupied orbital energy -0.28 eV. Number 2: lowest unoccupied orbital energy -3.63 eV. Number 3: lowest unoccupied orbital energy 0.71 eV. Number 4: lowest unoccupied orbital energy 0.87 eV. Number 5: lowest unoccupied orbital energy 1.11 eV.